Below is a structure of composition C16H30BBeFN2O12Pb, with properties calculated with ωB97M-V/def2-TZVPD.

## Properties
LUMO (spin up / spin down) (eV): -3.7 / -5.7
Highest occupied orbital energy (spin up / spin down) (eV): -11.01 / -11.01
Calculated total energy (eV): -53664.934
Orbital gap (spin up / spin down) (eV): 7.310 / 5.321

ORCA input file:
```
! wB97M-V def2-TZVPD RIJCOSX def2/J DEFGRID3
* xyz 1 2
H -2.67315 -2.42606 -0.84536
C -1.79336 2.67656 0.08550
H 1.20259 -2.37605 -3.54000
O -2.08103 1.32326 0.42451
H -3.45605 0.32287 -1.30898
H 1.60649 0.85430 -4.33952
O 2.56090 2.84628 5.01306
C 1.44906 0.80385 -3.26213
O -2.31522 -1.17991 -2.33356
C 0.93230 1.22447 2.52509
F -1.03972 -1.72716 1.62441
C -3.46802 -0.33627 -2.17702
H 1.42777 -3.69467 1.11219
O 0.26625 1.95505 4.65587
N 0.08870 1.80242 -1.40743
H 4.09348 -2.06600 -0.03049
C -1.02321 2.76515 -1.28374
H 2.79830 -3.95371 0.03789
C 0.03022 0.91878 3.80208
H -3.97336 1.58484 1.18687
H -0.79894 -3.50843 -0.01880
H -2.75681 3.18136 0.15652
O 0.85243 0.66798 1.43651
H 0.88664 2.31222 -1.05601
C -2.56160 -2.59013 -1.91715
Pb -0.22011 -0.65879 -0.56764
B 1.34446 2.81332 4.09389
H -2.75613 1.55845 2.42033
H -0.78149 -3.19745 -2.95520
H 2.55810 -1.73825 -2.54874
O 0.94017 4.23592 4.09234
H -0.65596 1.29340 -3.30878
O 3.69478 4.47458 6.21350
O 1.96173 -1.99625 0.04957
H -3.41034 -3.08482 -2.38941
H -1.13971 2.88999 0.93124
C 0.81886 -4.00630 -0.89436
C 1.62057 4.97305 4.91722
O 1.72253 2.28185 2.72632
H -4.34585 -0.98239 -2.18352
O -0.79246 0.01935 3.92140
H 3.24068 -0.51685 0.70193
H 2.29397 -1.39923 -4.33050
N -0.38877 -3.21287 -0.89316
H -0.65096 3.75458 -1.54938
C 1.84589 -1.51823 -3.34401
C -3.01397 1.13831 1.44817
H -3.22114 0.09465 1.68470
H 0.60573 -5.05029 -0.66468
H -3.63826 0.32626 -3.02566
C 1.82038 -3.47906 0.11847
O 1.53247 6.18404 5.05064
H 0.52182 2.55409 -3.45116
C 3.29246 -1.59317 0.53775
H 2.39158 0.95032 -2.73458
C -1.32840 -3.40783 -2.03611
C 0.26773 1.66875 -2.86831
H 1.23720 -3.95062 -1.89935
H -1.57360 -4.46986 -2.04456
C 2.76768 4.13457 5.43962
H 3.57104 -1.92884 1.53665
Be -1.56932 -2.49789 3.92124
O 1.07151 -0.50266 -2.78330
H -1.88974 2.46521 -1.87303
*
```


Below is a cluster of 10 separate species, C16H30BCl18FO3 in total, with properties calculated with ωB97M-V/def2-TZVPD.

## Properties
LUMO (eV): 0.3
Highest occupied orbital energy (eV): -9.55
Calculated total energy (eV): -252017.112
Orbital gap (eV): 9.847
SMILES string: C#CCB(F)COCOCCO.ClCCl.ClCCl.ClCCl.ClCCl.ClCCl.ClCCl.ClCCl.ClCCl.ClCCl

ORCA input file:
```
! wB97M-V def2-TZVPD RIJCOSX def2/J DEFGRID3
* xyz 0 1
C -0.29186 -2.46218 -1.34699
Cl -2.74154 -1.63790 3.30103
C 9.04790 1.35522 -0.72706
Cl 1.47599 4.27432 -0.30660
C -4.64731 4.46962 2.26384
H 9.35895 1.47020 0.30390
H 0.76550 -2.70288 -1.23715
H -5.24348 1.63139 -2.82665
B 3.86573 -0.83633 -2.58358
Cl 8.21440 2.83220 -1.23478
H 1.52512 0.57516 0.27883
C -0.55103 -5.67839 0.86844
H -4.39855 -3.61200 -2.64579
H -5.05684 0.27793 2.94113
Cl 1.13438 2.19150 3.26129
H -5.53652 -3.58633 -1.27326
Cl -3.98167 -1.81802 -1.19686
O 1.93625 0.48374 -1.73445
Cl -3.50553 -4.66004 -0.75339
Cl -1.40678 4.22952 -0.92082
H 3.02206 3.58203 3.46851
H -1.00974 -5.77125 -0.10938
C -5.93624 0.49300 3.53516
Cl 3.85020 1.77496 2.22658
C -0.50156 -1.01424 -1.73904
Cl -0.90920 -4.06767 1.49658
O -0.83487 -3.27534 -2.38671
H -0.15332 -3.85968 -2.72018
H -0.95764 -6.41185 1.55335
H -5.13399 4.33226 1.30665
H -0.76265 -2.70138 -0.38971
H -0.19674 2.83684 0.53275
F 2.96876 -1.52093 -3.29916
C -4.85329 1.77774 -1.82707
H 5.99214 -0.47094 -3.10470
H -1.57124 -0.85609 -1.82425
Cl -3.11212 1.49500 -1.86196
C -4.50482 -3.46414 -1.57826
H -0.08635 -0.84087 -2.73122
C 6.03931 -1.72859 -0.13999
H 1.74220 -1.05056 -0.38631
H 9.91121 1.21212 -1.36590
Cl 7.97511 -0.06315 -0.83798
H -4.99223 3.73002 2.97695
C 2.61869 2.96159 2.67785
Cl -5.01904 6.09092 2.86357
Cl -2.91436 4.19771 2.04770
C 5.38330 -1.26481 -2.66713
O -0.04796 -0.07206 -0.77454
H 5.51903 -2.17375 -3.25129
Cl -5.25678 3.42457 -1.32000
H 6.20147 -1.63199 0.90689
Cl -6.69635 1.96532 2.89930
Cl -2.29039 1.05462 2.23700
H -0.35471 4.50240 1.14769
C -0.16011 3.89007 0.27507
C 1.31887 -0.05801 -0.58876
H -1.26401 -0.95488 1.58763
H -2.96948 -0.87825 1.09050
H 3.81836 1.26644 -2.01097
H -5.66204 0.66850 4.56767
H -5.30839 1.07721 -1.13695
C 3.34754 0.33991 -1.67354
Cl -7.02257 -0.89676 3.46438
Cl 1.18734 -5.95673 0.70135
C -2.26756 -0.67662 1.88844
C 5.83160 -1.52463 -1.30457
H 2.36712 3.55303 1.80188
H 3.69233 0.16219 -0.65495
*
```


Below is a structure of composition C16H30BFN2O12Pb, with properties calculated with ωB97M-V/def2-TZVPD.

## Properties
LUMO (eV): -3.7
Highest occupied orbital energy (eV): -8.23
ΔE to the lowest compared entry with this formula, charge and spin (kcal per mole): 185.0
Calculated total energy (eV): -53266.172
Orbital gap (eV): 4.564

ORCA input file:
```
! wB97M-V def2-TZVPD RIJCOSX def2/J DEFGRID3
* xyz 0 1
O -15.84916 -0.05219 -5.36019
O -11.57632 3.24220 -2.06605
O -10.75571 10.31902 -8.63362
C -12.90046 3.81398 -0.05747
H -10.74573 3.82471 -0.18885
H -14.34373 0.74683 -7.52998
H -11.21287 -2.53810 -4.46752
H -17.37723 0.10890 -4.10053
C -11.25897 -0.81184 -2.36020
H -9.53777 2.92035 -2.70686
H -14.39536 2.38501 1.81081
O -13.13831 9.94603 -8.03773
H -15.61264 -1.72445 -0.55491
O -9.39165 11.45875 -10.10723
H -12.87546 4.31575 0.90986
Pb -14.21845 1.81882 -3.24758
O -14.88904 8.93062 -6.86418
H -17.88189 -0.40452 -5.65220
H -14.23817 0.12339 1.09804
C -11.58350 -1.51838 -4.57207
C -14.89219 0.69323 0.43802
H -16.10007 -0.85434 -7.31748
C -14.80765 -1.16670 -1.03344
H -10.69451 0.09140 -2.59183
H -10.67442 3.00625 -3.98528
H -12.13960 0.11889 -6.72565
O -10.95748 9.75171 -12.01350
H -13.45206 -1.98605 -5.23091
H -13.67262 4.39465 -0.56216
C -10.48792 3.38021 -2.97856
H -13.94763 -1.60661 -0.52850
N -13.13287 2.36204 0.12030
O -12.18462 -0.94745 -3.39041
O -13.04408 6.60137 -6.92035
B -11.89411 9.38264 -8.67713
H -11.36499 5.04198 -1.19665
O -14.84798 0.25934 -0.94111
H -17.06427 -1.61099 -4.66030
N -12.96817 -0.15707 -6.21828
F -16.95365 4.39463 -2.93114
C -13.75310 8.95450 -7.41604
O -11.99691 9.19615 -10.11340
H -15.25296 -1.82601 -6.21429
C -14.06369 -0.24374 -7.17157
H -13.78785 -0.87114 -8.01913
C -14.47926 2.17282 0.74496
H -10.50934 -1.60313 -2.35659
C -11.59719 4.04057 -0.83423
C -12.59935 -1.49702 -5.70190
C -11.07989 9.76778 -10.78507
H -15.19823 2.83654 0.26469
H -11.76367 -0.92142 -1.40031
O -11.71905 8.07292 -8.00926
H -10.68128 -0.95936 -4.82023
C -10.25937 10.59786 -9.79963
C -15.36962 -0.78382 -6.51153
H -12.48067 2.04742 0.82439
H -12.36185 -2.17159 -6.52448
H -10.25171 4.43545 -3.11564
C -17.08982 -0.55222 -4.91810
H -14.95716 -1.56130 -2.03844
C -12.81878 7.68806 -7.44962
H -15.90618 0.65070 0.83565
*
```


Below is the ion C16H30BrF2N3O2P with charge +1, with properties calculated with ωB97M-V/def2-TZVPD.

## Properties
LUMO (eV): -3.3
Highest occupied orbital energy (eV): -12.11
ΔE to the lowest compared entry with this formula, charge and spin (kcal per mole): 213.6
Calculated total energy (eV): -110391.000
Orbital gap (eV): 8.803
SMILES string: CC[C@H](F)[C@@H]1C[C@H](CCF)[N@@H+]([PH2]=N)[C@H](CCCCOC)[C@]1(Br)OC#N

ORCA input file:
```
! wB97M-V def2-TZVPD RIJCOSX def2/J DEFGRID3
* xyz 1 1
H -4.19592 -2.61076 1.19835
F 1.11113 -2.36874 0.64575
H -2.44848 -0.69879 -0.31049
N -0.58770 3.50050 -2.81522
H -5.78425 -2.22490 2.18388
C -1.09787 -0.26091 1.60072
H -4.36831 -3.33622 2.93324
C -2.72436 -1.45370 3.42446
P -0.76216 3.55111 -1.20948
C 2.19528 0.78577 0.08059
H 0.42372 -4.27193 -1.49703
H -2.16703 3.72820 -0.83077
C 0.27635 -0.24139 -1.62380
H -2.36244 -0.60266 4.17845
H -0.35632 2.24911 0.66051
C 2.08726 -1.92110 -0.36915
C 1.76495 -0.39688 -0.97770
O -4.03683 -1.12930 2.82718
H 3.35472 0.98470 -0.09178
N -2.46991 -1.23742 -3.63834
H -1.44495 1.22020 -1.79161
H 2.73095 5.33987 -0.02255
C -1.78850 0.15331 0.17779
H 1.79821 -4.95207 -0.38443
H -2.55838 1.03423 0.41757
N -0.08764 2.08525 -0.35865
H -1.44357 0.54844 2.40833
C 1.58027 -4.43492 -1.41506
H -0.06139 4.74106 -0.74746
H 2.53418 -0.29462 -1.88837
H 2.07221 0.51107 1.20883
H 2.27575 2.74912 1.64693
C -0.72322 0.83611 -0.91725
C -1.37506 -1.42572 -2.93352
H 3.12471 -1.78634 0.20872
Br 0.52424 0.37015 -3.55587
H 3.55883 -3.30067 -1.51876
C 2.39985 -3.02197 -1.56143
C -4.62248 -2.37957 2.28495
F 3.88714 3.67042 -0.97783
H 0.00232 4.28604 -3.16921
H 1.89216 -5.22156 -2.25292
H 0.94310 3.95309 1.07933
C 1.41751 2.14425 -0.40448
H 3.89746 4.32359 1.06294
H -2.74759 -2.44514 4.08797
O -0.45401 -1.54629 -1.75804
C 1.87123 3.32907 0.68484
C -1.60124 -1.71570 2.21261
H -1.97744 -2.47098 1.40220
H -0.65206 -2.15501 2.78765
H 1.73797 2.38510 -1.50308
H 0.07210 -0.24481 1.61966
C 3.12311 4.25043 0.15656
H 2.24238 -2.58014 -2.65571
*
```